Record 1
{
  "formula": "C32H51As2BrN2PdSi",
  "method": "the ωB97M-V functional and the def2-TZVPD basis",
  "symbols": ["Pd", "C", "As", "C", "C", "C", "C", "C", "C", "C", "As", "C", "C", "H", "H", "H", "H", "H", "H", "H", "H", "H", "H", "H", "H", "H", "H", "H", "H", "C", "C", "C", "C", "N", "C", "C", "C", "C", "C", "C", "N", "H", "H", "H", "H", "H", "H", "H", "H", "C", "C", "C", "C", "Si", "Br", "C", "C", "C", "C", "C", "C", "C", "C", "H", "H", "H", "H", "H", "H", "H", "H", "H", "H", "H", "H", "H", "H", "H", "H", "H", "H", "H", "H", "H", "H", "H", "H", "H", "H", "H"],
  "xyz": [[-0.02990, -0.03154, -1.75649], [3.98453, 0.48682, -1.91611], [2.29802, -0.18006, -2.67488], [3.06469, -1.65690, -3.73146], [2.20123, 1.19288, -4.10023], [3.17514, 1.21962, -5.10148], [3.16919, 2.17977, -6.10175], [2.18499, 3.15813, -6.10013], [1.22734, 3.15584, -5.09753], [1.21052, 2.17925, -4.09888], [-0.15453, 2.25339, -2.67068], [0.50279, 3.92796, -1.88149], [-1.64685, 3.03074, -3.69137], [4.72872, 0.65797, -2.69457], [4.36961, -0.23249, -1.19300], [3.77858, 1.42466, -1.40067], [3.88597, -1.36022, -4.38219], [2.26870, -2.09967, -4.33010], [3.43533, -2.40931, -3.03479], [3.96544, 0.48012, -5.10612], [3.93296, 2.16765, -6.87054], [2.16691, 3.92324, -6.86734], [0.48179, 3.94096, -5.09802], [0.66942, 4.68298, -2.65041], [1.44175, 3.72022, -1.36908], [-0.21862, 4.30003, -1.15371], [-1.35801, 3.86525, -4.32892], [-2.39055, 3.38733, -2.97828], [-2.09648, 2.24660, -4.30009], [-4.73519, 0.17103, -1.91292], [-5.15355, -1.09500, -2.28382], [-4.20645, -2.08018, -2.49684], [-2.86069, -1.77641, -2.31294], [-2.45739, -0.54010, -2.03043], [-3.37219, 0.40303, -1.83136], [-1.79968, -2.83694, -2.29516], [-2.13501, -4.18798, -2.29217], [-1.14426, -5.13276, -2.09826], [0.15272, -4.69961, -1.89406], [0.40073, -3.33803, -1.95385], [-0.53768, -2.42371, -2.17926], [-5.44378, 0.96005, -1.69857], [-6.20706, -1.31943, -2.39618], [-4.51863, -3.07111, -2.79709], [-2.98046, 1.38629, -1.60063], [-3.16210, -4.50134, -2.41985], [-1.38663, -6.18824, -2.09245], [0.95643, -5.39629, -1.69579], [1.40102, -2.94782, -1.81722], [-0.28424, -2.85558, 3.45751], [-1.08189, -1.55677, 3.65298], [-2.37290, -1.71746, 2.83059], [-1.46174, -1.43381, 5.13981], [-0.03728, -0.04754, 3.07789], [-0.08003, -0.13391, 0.81641], [-0.82607, 1.65068, 3.51573], [-2.34842, 1.58952, 3.31892], [-0.53593, 2.04088, 4.97626], [-0.31850, 2.77703, 2.59751], [1.82596, -0.17567, 3.53722], [2.01083, -0.51554, 5.02712], [2.53350, 1.15761, 3.24944], [2.55682, -1.23727, 2.69688], [-0.92920, -3.70711, 3.70786], [0.59171, -2.91035, 4.10444], [0.04013, -2.97735, 2.41955], [-2.87477, -2.63945, 3.15094], [-2.16417, -1.80396, 1.76218], [-3.07434, -0.89792, 2.97104], [-2.01513, -2.32964, 5.44838], [-2.10640, -0.57359, 5.32967], [-0.58758, -1.34778, 5.78951], [-2.83524, 0.92388, 4.03234], [-2.61266, 1.26889, 2.30651], [-2.76488, 2.59282, 3.47181], [-0.90368, 1.29903, 5.68903], [-1.03367, 2.99184, 5.20377], [0.53075, 2.18159, 5.16038], [-0.49561, 2.55256, 1.54365], [0.74152, 2.98507, 2.72260], [-0.86551, 3.69630, 2.84299], [1.53781, 0.21733, 5.68529], [3.08157, -0.52990, 5.26577], [1.60970, -1.49922, 5.27864], [2.19344, 1.96076, 3.90341], [2.39679, 1.47160, 2.21038], [3.60955, 1.03039, 3.42049], [2.18358, -2.24622, 2.85953], [3.61834, -1.22803, 2.97585], [2.48898, -1.02040, 1.62887]],
  "atomic_forces_ev_per_a": [[0.859, 0.863, -0.867], [0.003, -0.036, 0.076], [-0.333, 0.104, -0.072], [-0.001, -0.010, -0.028], [0.084, -0.006, -0.074], [-0.040, 0.055, 0.002], [-0.037, -0.004, 0.058], [-0.003, -0.038, 0.055], [0.051, -0.038, 0.009], [-0.012, 0.083, -0.081], [0.083, -0.313, -0.054], [-0.027, 0.009, 0.062], [-0.004, 0.011, -0.051], [-0.010, -0.003, 0.005], [-0.003, 0.000, 0.009], [0.019, 0.002, 0.004], [0.000, -0.011, 0.026], [0.013, -0.005, -0.011], [-0.007, -0.015, 0.027], [0.003, 0.006, -0.009], [-0.024, 0.000, 0.021], [0.000, -0.023, 0.018], [0.005, -0.003, -0.006], [0.000, 0.002, 0.008], [0.001, 0.015, 0.005], [-0.003, -0.010, 0.011], [-0.015, 0.005, 0.022], [-0.013, -0.014, 0.029], [-0.003, 0.009, -0.008], [0.009, 0.053, -0.007], [-0.067, -0.071, -0.027], [-0.090, -0.073, -0.090], [0.123, -0.026, 0.026], [-0.369, -0.186, 0.221], [0.093, -0.081, -0.142], [-0.083, 0.081, -0.054], [-0.111, -0.060, -0.037], [-0.074, -0.045, -0.039], [0.084, 0.007, -0.006], [-0.011, 0.075, -0.149], [-0.260, -0.427, 0.246], [0.030, 0.007, -0.039], [0.021, 0.006, -0.007], [-0.012, 0.051, 0.047], [0.038, 0.052, 0.067], [0.066, -0.019, 0.056], [-0.004, 0.026, 0.029], [0.005, 0.031, -0.029], [0.080, 0.046, 0.009], [-0.033, -0.036, -0.001], [-0.020, 0.020, 0.035], [-0.003, -0.064, 0.001], [-0.004, -0.042, -0.022], [0.001, 0.006, -0.134], [-0.044, -0.094, 0.790], [0.035, 0.007, 0.031], [-0.025, 0.043, -0.005], [-0.029, 0.025, -0.023], [-0.054, 0.031, 0.007], [-0.014, -0.018, 0.034], [0.026, 0.012, -0.016], [0.048, -0.013, -0.010], [0.054, 0.018, -0.001], [0.043, 0.045, -0.017], [-0.024, -0.012, -0.028], [-0.029, 0.005, 0.064], [0.020, 0.062, -0.010], [-0.004, -0.009, 0.059], [0.009, 0.000, -0.005], [0.041, 0.045, -0.019], [0.016, -0.051, -0.006], [-0.030, -0.006, -0.021], [0.000, 0.022, -0.030], [0.020, 0.033, 0.063], [0.015, -0.060, -0.010], [0.007, 0.022, -0.024], [0.017, -0.059, -0.014], [-0.054, 0.013, -0.006], [-0.007, 0.012, 0.054], [0.008, -0.004, -0.002], [0.043, -0.049, -0.007], [0.019, -0.023, -0.021], [-0.059, 0.012, -0.017], [0.038, 0.043, -0.011], [0.019, -0.008, -0.026], [0.016, -0.026, 0.062], [-0.058, 0.014, -0.011], [0.000, 0.009, -0.001], [-0.066, -0.011, -0.013], [0.009, 0.000, 0.052]],
  "energy_ev": -240070.47107,
  "largest_force_ev_per_a": 1.5
}

---

Record 2
{
  "formula": "C32H51B2IN5O6",
  "method": "the ωB97M-V functional and the def2-TZVPD basis",
  "symbols": ["C", "C", "C", "O", "C", "C", "O", "B", "C", "C", "C", "I", "O", "C", "C", "C", "O", "C", "B", "O", "O", "H", "H", "H", "H", "H", "H", "H", "H", "H", "H", "H", "H", "H", "H", "H", "H", "H", "H", "H", "H", "H", "H", "H", "H", "H", "H", "N", "C", "C", "C", "C", "H", "H", "H", "H", "H", "N", "C", "C", "C", "C", "H", "H", "H", "H", "H", "N", "C", "C", "C", "C", "H", "H", "H", "H", "H", "N", "C", "C", "C", "C", "H", "H", "H", "H", "H", "N", "C", "C", "C", "C", "H", "H", "H", "H", "H"],
  "xyz": [[-0.96972, -5.15937, -1.94379], [0.47537, -4.67518, -1.87059], [1.19884, -4.82535, -3.20657], [0.79126, -3.90355, -4.19751], [1.27091, -2.58190, -4.02306], [0.20579, -1.51834, -3.70261], [-0.97493, -2.03534, -3.16250], [-1.67664, -0.86140, -2.53206], [-2.47071, -1.35519, -1.17384], [-3.89913, -0.85414, -0.95186], [-5.05150, -1.64801, -1.55404], [-4.92971, -3.78173, -1.31017], [-2.55726, -0.16865, -3.49632], [-3.43288, -1.00428, -4.19886], [-2.95300, -1.34097, -5.62127], [-3.37266, -2.73967, -6.10960], [-0.54437, 0.07092, -2.18155], [0.65828, -0.52268, -2.61595], [1.69562, 0.51158, -3.17765], [3.02986, 0.39037, -2.80072], [1.33784, 1.51343, -4.07586], [-1.00675, -6.20706, -2.27354], [-1.52736, -4.54821, -2.65175], [-1.46487, -5.10579, -0.96998], [0.49674, -3.62517, -1.55804], [1.03025, -5.25339, -1.11728], [2.29225, -4.77524, -3.07412], [0.96423, -5.81277, -3.62397], [1.76867, -2.32106, -4.96715], [2.04222, -2.56218, -3.23601], [-0.00821, -0.91409, -4.60218], [-2.43545, -2.44876, -1.09679], [-1.86355, -0.98092, -0.33708], [-4.11600, -0.70596, 0.11469], [-3.97695, 0.13184, -1.43681], [-6.00762, -1.40003, -1.09270], [-5.12620, -1.48882, -2.62998], [-4.41282, -0.50143, -4.26782], [-3.58625, -1.95953, -3.66709], [-1.86822, -1.24139, -5.62548], [-3.34331, -0.58409, -6.31312], [-4.03654, -2.70449, -6.97884], [-3.91071, -3.28201, -5.32280], [-2.50212, -3.34760, -6.37084], [1.12434, -1.13119, -1.81407], [3.55202, 1.10385, -3.17483], [1.94349, 1.58794, -4.81641], [-6.46287, -2.83486, -4.77663], [-6.48289, -3.68207, -5.84546], [-7.00005, -2.99881, -6.91572], [-7.30059, -1.68229, -6.46870], [-6.95483, -1.61581, -5.14353], [-6.12632, -3.07291, -3.85764], [-6.11788, -4.69095, -5.75872], [-7.13701, -3.39423, -7.90860], [-7.71211, -0.87610, -7.05307], [-7.00742, -0.80335, -4.43897], [4.75391, 4.11583, -2.20414], [5.47254, 5.18730, -1.74614], [5.15503, 5.36901, -0.42677], [4.20621, 4.36729, -0.07975], [3.98136, 3.60858, -1.19579], [4.78140, 3.76533, -3.14262], [6.14249, 5.72655, -2.39337], [5.55498, 6.13441, 0.21719], [3.75183, 4.21643, 0.88534], [3.33601, 2.76019, -1.35209], [2.04109, 3.65414, 3.08718], [2.14275, 2.43201, 3.68521], [2.89921, 2.58564, 4.81695], [3.26553, 3.95898, 4.89915], [2.72076, 4.59051, 3.81307], [1.54475, 3.83471, 2.23285], [1.67697, 1.56086, 3.25844], [3.16116, 1.78806, 5.49475], [3.86508, 4.43869, 5.65500], [2.76130, 5.61905, 3.49917], [4.69252, 3.31594, 8.05724], [5.18652, 4.55619, 8.35140], [5.36398, 4.62673, 9.70751], [4.95778, 3.37834, 10.25384], [4.54620, 2.59382, 9.21005], [4.47403, 2.99110, 7.13251], [5.37317, 5.27958, 7.57637], [5.74215, 5.47802, 10.24822], [4.96338, 3.09121, 11.29178], [4.17314, 1.58340, 9.19726], [1.34460, 1.06186, 8.17520], [0.96924, -0.20945, 7.83823], [-0.24989, -0.45048, 8.41313], [-0.62241, 0.72422, 9.12349], [0.38266, 1.63922, 8.95567], [2.19219, 1.51296, 7.88771], [1.59266, -0.83013, 7.21781], [-0.81467, -1.36367, 8.32920], [-1.52679, 0.88003, 9.68739], [0.49460, 2.64590, 9.31974]],
  "atomic_forces_ev_per_a": [[0.064, -0.099, 0.007], [0.033, -0.045, 0.050], [-0.108, -0.069, 0.014], [-0.089, 0.019, 0.000], [0.210, -0.069, -0.011], [-0.203, -0.006, 0.062], [0.098, 0.091, -0.031], [0.187, -0.055, 0.138], [0.147, -0.029, 0.031], [-0.059, 0.186, 0.088], [-0.182, 0.332, -0.105], [-0.066, -0.131, -0.027], [-0.065, -0.030, -0.120], [0.166, 0.008, -0.086], [-0.091, 0.079, -0.143], [0.045, -0.059, 0.061], [-0.023, -0.141, -0.187], [-0.026, 0.111, 0.115], [0.164, 0.225, 0.011], [-0.282, -0.038, -0.080], [-0.123, -0.410, 0.084], [0.004, 0.133, 0.019], [-0.040, 0.046, 0.005], [0.026, 0.086, -0.086], [0.003, -0.091, -0.044], [-0.039, 0.064, -0.091], [-0.098, 0.079, 0.036], [0.087, 0.075, 0.030], [-0.001, 0.118, 0.111], [-0.103, -0.085, -0.063], [-0.067, -0.209, -0.073], [-0.017, 0.042, 0.031], [-0.065, -0.093, -0.094], [0.054, -0.110, -0.096], [-0.056, -0.059, 0.151], [0.104, 0.024, -0.018], [-0.033, -0.168, 0.328], [0.063, -0.096, -0.001], [0.155, 0.086, -0.128], [-0.031, -0.052, 0.049], [0.128, -0.019, 0.076], [0.080, 0.017, 0.123], [0.181, 0.087, -0.147], [-0.050, 0.055, 0.006], [-0.079, 0.100, 0.019], [0.176, 0.001, -0.069], [0.127, 0.217, 0.033], [-0.129, -0.023, 0.007], [-0.196, -0.004, 0.017], [-0.037, -0.026, 0.038], [0.021, -0.006, -0.011], [0.011, 0.000, -0.022], [0.048, -0.065, 0.018], [0.011, 0.006, -0.010], [0.003, 0.000, -0.005], [0.000, 0.004, -0.001], [-0.003, 0.002, -0.006], [0.015, -0.004, 0.016], [-0.011, -0.001, 0.004], [-0.027, -0.010, -0.030], [0.036, 0.034, 0.078], [-0.053, 0.006, -0.012], [-0.014, 0.013, -0.024], [0.003, 0.001, -0.001], [0.006, -0.005, 0.004], [0.034, -0.026, 0.013], [0.002, -0.005, -0.003], [-0.032, 0.001, -0.064], [0.015, 0.014, 0.009], [0.032, 0.035, 0.039], [0.049, -0.035, -0.004], [-0.020, -0.035, -0.006], [-0.025, -0.015, -0.007], [-0.008, -0.001, 0.003], [0.005, -0.011, -0.011], [-0.034, 0.047, -0.004], [0.000, 0.004, 0.004], [-0.025, -0.007, 0.005], [0.012, -0.016, 0.000], [-0.006, -0.012, 0.018], [-0.020, 0.054, -0.010], [0.026, -0.059, -0.012], [0.023, -0.006, -0.017], [0.000, 0.003, -0.001], [-0.001, 0.001, 0.001], [-0.003, 0.000, 0.002], [0.022, -0.010, 0.012], [0.013, -0.015, 0.019], [-0.006, 0.016, 0.007], [-0.009, 0.012, 0.018], [-0.001, -0.019, -0.007], [0.003, -0.017, 0.003], [-0.029, 0.066, -0.037], [-0.005, -0.001, -0.009], [-0.002, 0.000, -0.001], [-0.002, -0.002, -0.001], [0.002, 0.002, 0.003]],
  "total_charge": -1,
  "energy_ev": -63205.15205,
  "largest_force_ev_per_a": 0.4
}

---

Orbital gap for every record listed, in sequence, given in Ha: 0.205; 0.263.